# 1
{"formula": "C10H20FNO", "method": "ωB97M-V/def2-TZVPD", "orbital_gap_ev": 10.4, "mol_weight_g_mol": 189.27, "max_force_ev_per_a": 3.94, "symbols": ["H", "C", "H", "H", "C", "O", "H", "C", "H", "H", "H", "H", "H", "C", "F", "H", "H", "H", "C", "N", "H", "H", "C", "C", "C", "C", "H", "H", "H", "H", "H", "C", "H"], "positions_angstrom": [[2.243, 1.424, -3.076], [-2.338, 0.517, 0.031], [0.150, 1.978, 0.158], [1.547, -1.161, -0.504], [0.440, -1.292, -0.387], [-1.423, 0.926, 2.118], [-0.529, 0.929, 2.489], [-1.366, -0.004, 1.074], [-1.096, -1.509, 2.623], [0.558, 1.011, -2.585], [0.662, -2.686, 1.310], [2.966, 3.229, -1.305], [0.063, -1.174, -1.464], [1.783, 1.481, -0.879], [1.079, -0.207, 1.881], [1.876, -0.061, -2.311], [-1.599, -3.525, 1.297], [2.072, 3.271, 0.326], [1.622, 0.997, -2.353], [0.484, 1.153, -0.226], [1.109, 3.501, -1.049], [-2.815, -0.360, -0.516], [0.079, -2.646, 0.389], [0.201, -0.014, 0.447], [-1.634, -1.437, 1.709], [-1.334, -2.629, 0.764], [-2.788, -1.540, 1.860], [0.365, -3.413, -0.313], [-1.926, -2.543, -0.227], [2.483, 0.747, -0.478], [-1.762, 1.172, -0.601], [2.108, 2.969, -0.702], [-3.281, 0.893, 0.499]]}

# 2
{"formula": "C6H6N2O2S", "method": "ωB97M-V/def2-TZVPD", "orbital_gap_ev": 10.0, "mol_weight_g_mol": 170.19, "relative_energy_ev": 5.002, "max_force_ev_per_a": 5.43, "symbols": ["O", "H", "C", "H", "O", "S", "C", "C", "C", "H", "N", "C", "C", "N", "H", "H", "H"], "positions_angstrom": [[1.316, 2.019, 1.327], [0.040, 0.293, -1.975], [-0.542, -0.211, -1.200], [-1.939, -0.866, 2.332], [3.095, 2.283, 0.205], [2.330, 0.251, -1.766], [-1.762, -0.840, -1.168], [-0.292, -0.229, 1.304], [-1.559, -0.707, 1.274], [-2.391, -1.302, -1.968], [2.105, 1.686, 0.494], [0.123, -0.035, -0.019], [-2.276, -1.056, 0.144], [1.751, 0.603, -0.214], [-3.327, -1.245, 0.191], [3.273, -0.676, -1.231], [0.055, 0.031, 2.273]]}

# 3
{"formula": "C36H75N10O16", "method": "ωB97M-V/def2-TZVPD", "orbital_gap_ev": 8.9, "mol_weight_g_mol": 904.05, "relative_energy_ev": 0.000, "charge": 1, "max_force_ev_per_a": 4.65, "symbols": ["C", "C", "C", "N", "H", "O", "H", "H", "H", "H", "O", "H", "H", "H", "H", "C", "H", "H", "N", "H", "O", "H", "N", "H", "H", "H", "H", "N", "H", "H", "H", "C", "C", "H", "O", "H", "H", "C", "C", "H", "O", "H", "C", "H", "H", "O", "H", "N", "H", "H", "H", "H", "H", "C", "H", "H", "C", "O", "H", "H", "H", "H", "N", "H", "O", "H", "C", "H", "N", "H", "H", "H", "C", "C", "O", "H", "H", "H", "O", "H", "H", "H", "C", "C", "H", "H", "C", "H", "C", "H", "H", "H", "H", "C", "H", "C", "H", "H", "N", "H", "O", "O", "O", "N", "C", "O", "C", "C", "C", "H", "C", "C", "H", "H", "C", "O", "C", "H", "C", "C", "H", "H", "H", "C", "H", "H", "C", "C", "H", "H", "N", "C", "C", "O", "H", "C", "H"], "positions_angstrom": [[0.177, 3.287, 2.647], [-1.189, -1.723, -3.478], [-0.476, -8.840, -3.749], [4.135, -0.053, 1.114], [0.832, 1.685, -0.744], [0.846, -7.423, -5.021], [0.582, 0.731, 0.762], [-0.582, -4.594, -5.669], [2.099, 0.471, -0.332], [-3.679, 2.957, -0.940], [1.729, 6.127, 1.235], [0.448, -1.496, 4.046], [1.491, 1.519, 2.959], [3.072, -3.097, 4.422], [-1.165, -8.415, -3.022], [2.201, -3.612, 0.210], [-3.653, -3.290, 0.565], [1.136, -2.265, 5.529], [-3.155, 5.040, 5.045], [0.303, -4.607, 4.566], [8.391, 3.382, 4.290], [-0.966, -3.345, 4.773], [7.179, 5.062, 0.103], [-2.731, 2.314, -2.776], [8.148, 1.753, 6.032], [0.487, -9.049, -3.293], [-2.198, -5.095, 3.165], [-0.286, -7.833, -4.828], [-3.411, -1.383, -3.867], [-2.549, -5.888, 1.050], [-1.937, -2.201, -0.786], [1.571, 2.521, 2.453], [0.986, -2.426, 4.426], [-8.044, 1.305, -7.001], [6.157, 5.347, -0.502], [-2.979, -0.468, -1.550], [-1.054, -5.059, 0.482], [-3.036, -4.026, -0.018], [1.386, 1.207, 0.128], [-2.602, 6.226, 6.694], [-4.138, 4.696, 5.671], [-0.482, -2.523, -3.090], [3.681, 2.232, 1.032], [-0.131, 4.114, 0.515], [-5.201, 2.924, 0.043], [4.110, 1.088, 1.827], [-2.715, -3.416, 2.490], [4.472, -1.680, -0.462], [-1.582, 4.116, 1.621], [-0.562, 0.412, -3.388], [-4.211, -2.563, -2.011], [4.730, -2.177, -1.316], [-0.890, -9.736, -4.207], [2.077, 2.381, 0.956], [-4.962, 0.235, -3.339], [2.087, -0.501, 3.180], [2.907, -1.266, 3.117], [1.124, -3.526, -0.177], [-1.249, 5.501, 5.772], [-1.829, 2.559, 3.472], [-6.610, 2.044, -6.225], [-0.370, 2.403, 4.654], [2.623, 6.920, 0.989], [-3.573, -4.071, -2.754], [-1.280, -7.490, -5.440], [-0.167, -0.463, -1.866], [-2.277, 0.265, -2.031], [-3.946, 1.699, 0.443], [-1.991, -4.460, -7.208], [-5.082, 2.075, -3.454], [6.353, 4.443, 1.922], [-6.995, 0.323, -5.923], [-2.071, -4.862, 0.926], [-7.405, 1.311, -6.120], [8.279, 5.528, -0.104], [4.168, 2.307, 0.016], [4.028, 3.152, 1.600], [-1.352, -3.822, -1.509], [-7.943, 2.695, -4.339], [-3.695, -4.780, -0.555], [-0.439, -2.627, 2.228], [8.031, 3.895, 1.636], [-4.398, 2.267, -0.421], [-1.983, -4.275, 2.426], [-2.169, 6.884, 5.086], [2.853, 6.551, -1.055], [4.661, -0.349, -0.111], [2.146, -3.423, 2.848], [-3.037, 1.252, -3.049], [4.239, 7.376, -0.279], [-2.712, -2.919, -4.516], [-4.990, 0.169, -0.942], [5.180, 0.382, -0.773], [3.564, -1.241, 1.706], [-2.706, 1.109, -4.118], [-0.658, 3.528, 1.316], [-1.920, 0.948, -1.191], [-1.053, 2.525, 0.963], [-8.252, 1.687, -4.955], [0.092, -4.293, -7.307], [2.864, 7.937, 1.607], [-9.193, 0.961, -4.704], [-2.289, -3.281, -7.114], [7.290, 2.916, 4.501], [-2.687, -2.211, -3.611], [6.268, 3.205, 3.897], [-0.639, -4.851, -6.725], [-3.247, -3.050, -2.374], [-0.972, -0.368, -2.667], [-0.595, 1.245, 3.282], [7.168, 1.907, 5.587], [-2.245, -3.217, -1.162], [0.203, -4.345, 2.094], [-0.829, -1.519, -4.539], [-0.534, -3.674, 2.645], [-2.864, 4.675, 3.919], [-0.051, -3.617, 4.149], [1.916, 3.364, 0.409], [7.053, 4.052, 1.189], [-0.728, 2.338, 3.578], [6.468, 2.300, 6.322], [0.383, 4.234, 3.229], [6.797, 0.987, 5.140], [-5.110, 1.203, -1.370], [-6.222, 1.432, -1.330], [2.374, 3.108, 3.008], [-4.621, 1.212, -2.876], [-2.219, 5.990, 5.705], [3.957, 5.637, 0.028], [6.682, 3.133, 0.740], [3.382, -3.624, 0.674], [2.376, -2.664, 3.638], [3.489, 6.597, -0.172], [-2.700, -5.338, -7.660], [-0.512, -5.917, -6.867], [3.790, -2.226, 0.655], [3.708, -0.924, 3.850]]}